1.
{"formula": "C16H28HfN6O4", "method": "ωB97M-V/def2-TZVPD", "relative_energy_kcal_mol": 0.00, "gap_ev": 8.35, "lumo_energy_ev": -12.89, "charge": 4, "e_homo_ev": -21.24, "symbols": ["Hf", "C", "O", "C", "O", "N", "N", "H", "H", "H", "H", "H", "H", "C", "C", "O", "N", "C", "C", "C", "C", "C", "C", "N", "H", "H", "H", "H", "H", "H", "H", "H", "H", "H", "C", "N", "C", "C", "C", "N", "C", "C", "O", "H", "H", "H", "H", "H", "H", "H", "H", "H", "H", "H", "H"], "positions_angstrom": [[-0.1468, 0.7057, -0.7550], [4.0350, -0.5978, -2.6683], [3.3340, 0.6906, -2.9595], [2.3632, 1.0758, -2.2820], [1.7372, 0.4203, -1.3799], [1.8793, 2.3036, -2.5140], [0.7767, 2.7574, -1.7716], [4.6213, -0.4379, -1.7940], [4.5770, -0.8518, -3.5499], [3.2611, -1.3712, -2.4724], [2.4850, 2.9679, -2.9442], [0.0926, 3.1050, -2.4573], [1.0812, 3.6278, -1.2973], [-4.0547, 2.2327, -1.5244], [-3.0219, 1.2541, -1.8263], [-1.7807, 1.5359, -1.5696], [-3.3166, 0.1355, -2.4416], [-2.4150, -0.7527, -3.1750], [-1.6216, -1.7296, -2.2992], [-1.6489, -3.1061, -2.5501], [-0.8945, -4.0026, -1.7928], [-0.1604, -3.5080, -0.7306], [-0.1594, -2.1545, -0.5146], [-0.8318, -1.2862, -1.3231], [-3.6327, 3.2331, -1.4609], [-4.5108, 2.0574, -0.5268], [-4.8187, 2.3066, -2.2892], [-4.3041, -0.0363, -2.5446], [-1.6935, -0.1492, -3.7066], [-3.0560, -1.2815, -3.8961], [-2.3033, -3.5253, -3.3135], [-0.8541, -5.0736, -1.9442], [0.3003, -4.1831, -0.0528], [0.4487, -1.7466, 0.2248], [1.7538, 2.0637, 1.7148], [1.3893, 0.7137, 2.2537], [2.2286, 0.0929, 3.2559], [1.6911, 0.3933, 4.6635], [0.2903, -0.2020, 4.6794], [-0.3837, -0.3283, 3.3125], [-1.5599, -1.2245, 3.3248], [0.1036, 0.3017, 2.2578], [-0.6011, 0.5039, 1.1226], [2.7102, 2.0663, 1.2146], [1.8510, 2.7876, 2.4662], [1.0550, 2.4378, 1.0047], [3.2544, 0.4277, 3.0880], [2.2096, -1.0465, 3.0957], [1.6274, 1.5053, 4.8214], [2.3109, -0.0442, 5.4306], [-0.3730, 0.4833, 5.2775], [0.2297, -1.1986, 5.0807], [-1.2504, -2.2835, 3.4444], [-2.1294, -1.1654, 2.4095], [-2.1742, -0.8994, 4.1843]], "forces_ev_per_angstrom": [[-1.001, 0.296, 0.453], [-1.718, -0.790, 0.320], [0.786, -0.374, -0.299], [-0.570, 0.955, 0.246], [0.243, -1.255, 0.187], [0.537, -0.240, -0.266], [-0.079, 0.749, -0.257], [0.669, 0.147, 0.413], [0.482, 0.158, -0.505], [0.503, 0.556, -0.180], [0.355, 0.685, -0.720], [-0.025, -0.144, 0.161], [-0.291, -0.565, 0.256], [-0.660, 0.972, 1.008], [-0.056, -0.348, -0.749], [0.434, -0.415, -0.121], [0.064, 0.393, 0.320], [0.170, -0.530, 0.693], [-0.631, -1.570, -0.878], [-0.503, -0.262, -0.303], [-0.096, 0.397, 0.044], [-0.491, 0.480, 0.122], [-0.744, -0.793, -1.822], [0.614, 0.793, 0.785], [0.309, -0.010, 0.068], [0.070, -0.106, -0.528], [-0.301, -0.423, -0.046], [-0.353, -0.068, -0.208], [0.081, 0.301, -0.461], [0.537, 0.038, 0.210], [0.153, 0.314, -0.017], [-0.385, 0.006, -0.416], [0.667, -0.322, 0.426], [0.936, 0.754, 1.456], [0.676, -1.715, -0.130], [-0.669, 0.836, -1.103], [0.998, -1.417, 0.732], [-0.468, 0.953, -1.186], [-1.128, 1.078, 0.311], [0.754, 0.395, -0.902], [-0.061, -0.025, 0.536], [-0.098, -0.272, 1.142], [0.186, -0.114, 0.738], [0.427, -0.537, -0.121], [-0.170, 0.977, 1.401], [-1.043, 0.211, -0.475], [-0.123, -0.017, 0.153], [0.064, 1.615, 0.103], [0.247, -1.042, -0.073], [0.135, -0.086, 0.244], [0.370, -0.908, -0.539], [0.157, -0.331, 0.294], [0.033, 0.706, 0.192], [-0.118, 0.320, -0.199], [0.125, -0.407, -0.509]], "mulliken_charge": [2.0983, -0.6074, -0.3445, 0.9084, -0.5783, -0.2009, -0.6115, 0.3368, 0.2926, 0.2844, 0.2894, 0.3734, 0.3636, -1.3706, 0.7823, -0.7536, 0.0101, -1.4337, 1.2374, -0.8475, -0.4099, -1.0042, -0.2377, -0.0632, 0.3968, 0.3506, 0.4629, 0.3099, 0.3215, 0.5437, 0.4553, 0.4797, 0.5448, 0.8465, -1.0861, 0.2543, -0.8025, -0.5270, -0.6756, -0.0330, -0.9067, 0.6696, -0.5684, 0.3756, 0.4617, 0.3466, 0.4512, 0.3021, 0.2974, 0.3786, 0.3566, 0.4579, 0.3417, 0.3402, 0.3406]}

***

2.
{"formula": "C16H28N2O", "method": "ωB97M-V/def2-TZVPD", "relative_energy_kcal_mol": 0.00, "gap_ev": 9.76, "lumo_energy_ev": 0.75, "smiles": "CCCNC(=O)NCC[C@]12C[C@H]3C[C@H](C[C@H](C3)C1)C2", "e_homo_ev": -9.00, "symbols": ["C", "C", "C", "N", "C", "O", "N", "C", "C", "C", "C", "C", "C", "C", "C", "C", "C", "C", "C", "H", "H", "H", "H", "H", "H", "H", "H", "H", "H", "H", "H", "H", "H", "H", "H", "H", "H", "H", "H", "H", "H", "H", "H", "H", "H", "H", "H"], "positions_angstrom": [[4.0392, 5.8507, -0.1951], [3.5540, 4.5194, -0.7525], [4.1908, 3.3414, -0.0112], [3.7365, 2.0647, -0.5078], [2.8256, 1.3109, 0.1804], [2.4474, 1.5893, 1.2994], [2.4423, 0.1721, -0.4762], [1.3839, -0.6660, 0.0406], [0.0568, -0.3974, -0.6748], [-1.1475, -1.2232, -0.1911], [-0.9241, -2.7237, -0.4067], [-2.1625, -3.5085, 0.0273], [-2.4346, -3.2513, 1.5084], [-2.6764, -1.7584, 1.7249], [-3.8858, -1.3147, 0.9048], [-3.6113, -1.5766, -0.5744], [-3.3708, -3.0682, -0.7962], [-2.3747, -0.7925, -1.0075], [-1.4375, -0.9742, 1.2920], [3.5810, 6.6788, -0.7304], [5.1196, 5.9340, -0.2919], [3.7818, 5.9356, 0.8577], [2.4689, 4.4516, -0.6537], [3.8008, 4.4546, -1.8161], [5.2820, 3.3928, -0.0960], [3.9149, 3.3719, 1.0450], [3.9334, 1.8492, -1.4714], [2.6625, 0.0730, -1.4542], [1.3061, -0.4225, 1.1008], [1.6839, -1.7114, -0.0733], [-0.1777, 0.6632, -0.5514], [0.1961, -0.5835, -1.7450], [-0.7136, -2.9189, -1.4615], [-0.0664, -3.0619, 0.1771], [-1.9839, -4.5786, -0.1308], [-3.3092, -3.8215, 1.8301], [-1.5816, -3.5804, 2.1062], [-2.8678, -1.5704, 2.7875], [-4.0745, -0.2508, 1.0653], [-4.7747, -1.8646, 1.2226], [-4.4726, -1.2523, -1.1701], [-3.1909, -3.2629, -1.8563], [-4.2535, -3.6376, -0.4965], [-2.5501, 0.2767, -0.8670], [-2.1865, -0.9619, -2.0710], [-1.5930, 0.0931, 1.4626], [-0.5864, -1.2890, 1.8974]], "forces_ev_per_angstrom": [[-0.101, -0.163, -0.166], [0.180, -0.032, 0.249], [-0.172, 0.197, -0.076], [0.180, 0.121, -0.210], [0.335, -0.235, -0.408], [-0.267, 0.178, 0.466], [-0.040, -0.198, -0.206], [-0.229, 0.038, -0.028], [-0.016, -0.239, 0.306], [0.301, 0.294, -0.277], [-0.140, 0.004, 0.090], [0.046, -0.326, -0.052], [0.010, 0.041, -0.037], [-0.063, 0.045, 0.306], [0.055, -0.014, -0.023], [-0.251, 0.098, -0.185], [0.041, 0.039, 0.026], [-0.069, -0.141, 0.122], [-0.101, -0.109, -0.042], [0.013, 0.127, 0.011], [0.124, 0.079, 0.022], [-0.003, 0.069, 0.132], [-0.022, -0.070, -0.062], [-0.067, -0.035, -0.037], [-0.062, 0.039, 0.086], [0.132, 0.035, -0.081], [-0.055, -0.073, 0.094], [0.044, 0.077, 0.086], [0.014, -0.154, -0.070], [-0.050, 0.048, 0.112], [-0.005, 0.071, -0.047], [-0.031, 0.036, -0.079], [0.075, -0.001, -0.085], [0.098, -0.038, -0.005], [-0.008, 0.070, 0.013], [-0.022, -0.051, 0.047], [0.026, -0.049, 0.060], [0.018, -0.009, -0.060], [-0.052, 0.054, 0.025], [-0.065, 0.006, 0.031], [0.053, -0.019, 0.038], [-0.023, -0.036, -0.060], [-0.051, -0.049, -0.022], [0.035, 0.098, -0.020], [0.055, 0.030, -0.079], [0.045, 0.111, 0.024], [0.085, 0.032, 0.069]], "mulliken_charge": [-1.2348, -0.1760, -0.8104, -0.2330, 0.6522, -0.6744, -0.1843, -0.7024, -1.8197, 2.4060, -1.5671, 0.5293, -1.4469, 0.5473, -1.5177, 0.5659, -1.5059, -1.7840, -1.5844, 0.3569, 0.3121, 0.3246, 0.2409, 0.3125, 0.3422, 0.3500, 0.2117, 0.2645, 0.3741, 0.1393, 0.3669, 0.4943, 0.3654, 0.5066, 0.2584, 0.5099, 0.4928, 0.2614, 0.4869, 0.5117, 0.2331, 0.4822, 0.5156, 0.4649, 0.4696, 0.3628, 0.5289]}

***

3.
{"formula": "C16H28N3O3P", "method": "ωB97M-V/def2-TZVPD", "s_squared": 0.75, "gap_ev": [5.44, 6.35], "lumo_energy_ev": [-5.43, -5.43], "spin_multiplicity": 2, "charge": 1, "e_homo_ev": [-10.87, -11.78], "symbols": ["O", "P", "C", "C", "C", "C", "C", "C", "C", "O", "N", "N", "H", "H", "H", "H", "H", "H", "H", "H", "H", "H", "C", "C", "C", "C", "C", "C", "N", "O", "C", "C", "C", "H", "H", "H", "H", "H", "H", "H", "H", "H", "H", "H", "H", "H", "H", "H", "H", "H", "H"], "positions_angstrom": [[-3.7623, -1.8381, -2.3116], [-2.5382, -1.8489, -1.5034], [-2.9629, -1.8714, 0.2996], [-4.2901, -1.8494, 0.7150], [-4.5411, -1.8304, 2.0668], [-3.4499, -1.8570, 2.9563], [-3.6717, -1.8973, 4.4350], [-3.4990, -3.3674, 4.8137], [-3.1477, -3.6409, 6.3462], [-2.2406, -3.6885, 5.0435], [-2.1959, -1.8643, 2.5422], [-2.0226, -1.8741, 1.2392], [-1.7467, -0.6874, -1.6246], [-1.6971, -2.9503, -1.7472], [-5.0756, -1.8440, -0.0262], [-5.5539, -1.8133, 2.4366], [-2.9052, -1.3673, 4.9863], [-4.6881, -1.6215, 4.6966], [-4.1793, -4.0746, 4.3522], [-3.4272, -2.5694, 6.5670], [-2.2758, -3.5752, 7.0014], [-1.0513, -1.8704, 0.9413], [3.9840, 0.3764, -1.0579], [2.9830, 0.5709, -2.2280], [3.5271, 1.5552, -3.2737], [3.3945, 3.0305, -2.9059], [1.9608, 3.3451, -2.4911], [1.4749, 2.4470, -1.3552], [1.6489, 0.9972, -1.6962], [0.7171, 0.6400, -2.5225], [2.2340, 2.8262, -0.0693], [0.0102, 2.7431, -1.0518], [2.8972, -0.7963, -2.9010], [3.6937, 0.8828, -0.1428], [4.0579, -0.6761, -0.7832], [4.9834, 0.7198, -1.3238], [2.9940, 1.3983, -4.2166], [4.5722, 1.3176, -3.4747], [4.0997, 3.2938, -2.1134], [3.6650, 3.6421, -3.7676], [1.8823, 4.3891, -2.1828], [1.3044, 3.2301, -3.3594], [1.9715, 2.1582, 0.7534], [1.9635, 3.8387, 0.2283], [3.3149, 2.8240, -0.1819], [-0.6264, 2.6312, -1.9279], [-0.0911, 3.7703, -0.7059], [-0.3669, 2.0853, -0.2641], [2.4330, -1.5337, -2.2434], [3.9050, -1.1379, -3.1350], [2.3345, -0.7674, -3.8324]], "forces_ev_per_angstrom": [[-0.360, -0.085, 0.235], [-0.263, 0.439, -1.086], [0.267, -0.141, 0.153], [-0.163, 0.004, 0.075], [0.419, -0.174, -0.499], [-0.372, 0.487, 0.382], [-0.299, -1.039, -0.172], [-0.548, -1.575, 0.754], [-0.078, 2.561, -0.962], [0.786, 1.013, -0.153], [0.023, 0.028, -0.164], [-0.111, 0.027, -0.342], [0.271, -0.215, 0.268], [0.198, 0.090, 0.480], [-0.015, 0.014, -0.130], [-0.082, 0.034, 0.123], [-0.049, 0.356, -0.019], [-0.028, 0.481, -0.043], [0.007, -0.251, -0.152], [0.880, 0.147, 0.043], [-0.507, -2.080, 0.805], [0.158, -0.003, 0.304], [-0.133, 0.134, 0.323], [1.392, -0.687, 0.756], [-0.293, 0.514, -0.241], [-0.002, -0.104, 0.078], [0.213, -0.108, -0.460], [0.196, 0.851, 1.415], [-0.317, 0.654, -2.098], [-0.402, -0.537, 0.610], [0.211, -0.134, 0.037], [-0.344, -0.300, -0.307], [-0.535, -0.064, -0.227], [0.010, 0.092, -0.085], [0.003, -0.040, -0.131], [-0.007, -0.010, -0.045], [-0.109, -0.068, 0.073], [-0.007, -0.144, 0.069], [-0.039, 0.000, 0.034], [0.031, -0.007, 0.005], [-0.071, -0.031, 0.130], [-0.040, -0.117, 0.046], [0.006, -0.020, -0.012], [-0.115, 0.004, -0.074], [-0.018, -0.037, -0.011], [0.055, -0.090, -0.006], [0.120, 0.022, 0.038], [0.028, -0.008, 0.006], [0.022, 0.017, 0.032], [0.069, 0.070, 0.089], [-0.057, 0.029, 0.054]], "mulliken_charge": [-0.6176, 0.4835, 0.0433, -0.2275, -0.4145, 0.4451, -0.8868, 0.3014, -0.7335, -0.3571, -0.8431, 0.4353, 0.0911, 0.1411, 0.5681, 0.4219, 0.4613, 0.3734, 0.4294, 0.1965, 0.3969, 0.2771, -1.6031, 1.7103, -1.3977, -0.4799, -1.2553, 1.8080, 0.4878, -0.6153, -1.9821, -1.8153, -1.9010, 0.3584, 0.4488, 0.2932, 0.3810, 0.4366, 0.2766, 0.4067, 0.4115, 0.3562, 0.3971, 0.4499, 0.4145, 0.3535, 0.4399, 0.3764, 0.4552, 0.4269, 0.3760]}

***

4.
{"formula": "C16H28N4O2PdS2", "method": "ωB97M-V/def2-TZVPD", "relative_energy_kcal_mol": 10.59, "gap_ev": 4.64, "lumo_energy_ev": 4.65, "charge": -2, "e_homo_ev": 0.00, "symbols": ["Pd", "N", "C", "C", "C", "C", "N", "H", "H", "H", "H", "H", "H", "H", "H", "H", "H", "H", "H", "O", "C", "O", "C", "C", "C", "C", "C", "C", "S", "H", "H", "H", "H", "C", "N", "C", "C", "S", "N", "C", "C", "H", "H", "H", "H", "H", "H", "H", "H", "H", "H", "H", "H"], "positions_angstrom": [[0.9851, 0.1800, -0.8195], [-0.2737, -3.0793, 0.0229], [-1.1259, -2.7411, 1.1640], [-2.4266, -2.0864, 0.7084], [-2.2057, -0.6341, 0.2752], [-3.1551, -0.1269, -0.8032], [-3.0149, -0.9139, -2.0307], [0.6658, -3.2783, 0.3477], [-0.1529, -2.2554, -0.5692], [-0.6386, -2.0497, 1.8716], [-1.3420, -3.6642, 1.7144], [-3.1441, -2.1282, 1.5373], [-2.8391, -2.6604, -0.1258], [-1.1893, -0.5232, -0.1253], [-2.2488, 0.0374, 1.1356], [-2.9279, 0.9352, -0.9440], [-4.1976, -0.2139, -0.4617], [-2.0475, -0.8293, -2.3537], [-3.5718, -0.4945, -2.7663], [0.6782, 3.5774, -1.2393], [-0.2642, 2.7696, -1.3703], [-0.9383, 2.2051, -0.4613], [-0.7868, 2.5478, -2.7926], [-1.4883, 3.6226, -3.3397], [-2.0876, 3.5696, -4.5897], [-1.9729, 2.3979, -5.3296], [-1.2695, 1.3240, -4.8078], [-0.6590, 1.3592, -3.5346], [0.2274, -0.0730, -3.0352], [-1.5583, 4.5339, -2.7545], [-2.6309, 4.4245, -4.9789], [-2.4264, 2.3194, -6.3136], [-1.1683, 0.4096, -5.3819], [2.5494, -2.4463, 2.7978], [3.3382, -1.2191, 2.7769], [4.7132, -1.5037, 2.4020], [2.7191, -0.2252, 1.9349], [2.8591, -0.2626, 0.2671], [1.9550, 0.6666, 2.6073], [1.7921, 0.6642, 4.0444], [1.1063, 1.5696, 1.8407], [2.9690, -3.1382, 3.5337], [2.5508, -2.9292, 1.8114], [1.5182, -2.2203, 3.0685], [4.7893, -1.9766, 1.4146], [5.1487, -2.1697, 3.1537], [5.2842, -0.5753, 2.3827], [2.2787, -0.2034, 4.4762], [0.7289, 0.6504, 4.3008], [2.2273, 1.5658, 4.4903], [0.5730, 0.9149, 1.1119], [1.6792, 2.2758, 1.2431], [0.4157, 2.1009, 2.4928]], "forces_ev_per_angstrom": [[0.049, -0.076, -0.450], [-0.053, -0.042, 0.059], [-0.007, 0.035, -0.017], [0.054, 0.025, 0.017], [-0.081, -0.151, -0.188], [-0.095, 0.128, 0.168], [0.012, -0.153, -0.059], [0.029, 0.014, 0.008], [0.001, 0.030, -0.037], [0.059, 0.004, 0.024], [-0.005, -0.028, 0.016], [-0.071, -0.006, -0.040], [0.025, 0.000, 0.006], [-0.037, 0.081, -0.004], [0.014, 0.041, 0.038], [0.009, -0.031, -0.018], [-0.008, -0.015, 0.042], [0.010, -0.019, 0.017], [-0.001, 0.065, 0.012], [-0.036, -0.070, 0.044], [-0.248, 0.144, 0.174], [0.273, 0.089, -0.124], [-0.102, 0.113, 0.042], [0.023, 0.009, 0.017], [0.001, -0.036, -0.026], [0.038, -0.069, 0.018], [0.030, 0.088, 0.136], [-0.101, -0.032, -0.285], [-0.139, -0.100, -0.200], [0.033, -0.017, 0.034], [-0.005, 0.010, -0.002], [-0.005, -0.005, -0.006], [-0.006, -0.005, -0.011], [0.026, 0.086, -0.031], [0.132, 0.043, 0.007], [0.021, -0.031, 0.006], [-0.095, -0.026, -0.113], [0.590, -0.215, 0.662], [-0.015, 0.009, -0.001], [-0.052, -0.016, 0.026], [0.091, -0.361, -0.086], [-0.007, 0.018, 0.025], [-0.042, -0.023, -0.012], [-0.027, -0.016, -0.001], [0.000, 0.022, 0.003], [-0.015, 0.009, 0.004], [-0.003, -0.027, -0.025], [0.031, 0.008, 0.014], [-0.015, -0.024, -0.039], [-0.006, 0.028, -0.035], [-0.255, 0.537, 0.147], [-0.038, 0.040, -0.035], [0.021, -0.081, 0.079]], "mulliken_charge": [-0.4016, -0.7794, -0.0801, -1.0562, 1.1435, -0.6673, -0.6640, 0.3185, 0.1814, 0.0027, 0.4444, 0.3527, 0.3873, -1.1422, 0.5498, 0.2293, 0.4469, 0.1495, 0.2661, -0.7634, 0.0266, -0.5648, 0.3951, -0.5026, -0.5120, -0.4571, -0.5929, 0.5899, -0.5199, 0.3372, 0.3386, 0.3109, 0.3176, -0.9707, -0.0134, -0.9907, 0.1895, -0.2743, 0.2584, -1.0767, -0.2674, 0.4160, 0.2867, 0.2386, 0.3579, 0.2989, 0.3513, 0.4383, 0.3635, 0.3070, -0.5801, 0.2756, 0.3071]}